No. 1
# C6H11NO

2 unconnected molecules or ions with the total composition C6H11NO (ωB97M-V with the def2-TZVPD basis set, OMol25).

Geometry as XYZ:
```
19
C6H11NO, DFT ωB97M-V with the def2-TZVPD basis set
O -0.92 1.73 1.05
N -0.65 -0.48 -1.60
C 1.08 1.99 -0.36
C -0.98 -1.31 1.92
C 0.21 1.08 0.51
C -0.23 -1.46 0.87
C 0.03 -1.59 -1.49
C 0.30 -2.09 -0.20
H 1.44 2.85 0.21
H 0.80 0.78 1.37
H 1.93 1.43 -0.74
H 0.56 -2.03 -2.34
H -0.93 -0.43 2.54
H -0.68 -0.09 -2.54
H -0.25 0.28 -0.43
H 1.06 -2.85 -0.07
H -1.70 -2.07 2.20
H 0.51 2.36 -1.22
H -1.55 1.90 0.33
```

The calculation puts the highest occupied orbital energy at -8.112 eV. The gap between HOMO and LUMO comes out at 8.46 eV.

***

No. 2
# C5H10O2

A molecular structure, C5H10O2 (ωB97M-V with the def2-TZVPD basis set, OMol25).

Geometry as XYZ:
```
17
C5H10O2, DFT ωB97M-V with the def2-TZVPD basis set
O -0.29 -0.67 -0.98
O -0.30 0.78 0.91
C 1.96 0.37 -0.80
C -1.03 -0.10 0.11
C 0.37 -0.27 1.68
C 1.03 -0.79 -0.88
C -2.38 0.38 -0.34
H 1.38 -1.72 -1.35
H 1.95 0.94 -1.74
H -0.08 -0.33 2.68
H -0.60 -1.07 0.98
H 1.45 -0.14 1.72
H -3.03 0.48 0.53
H 2.99 0.01 -0.64
H -2.30 1.37 -0.82
H -2.82 -0.32 -1.05
H 1.69 1.08 -0.01
```

The calculation puts the highest occupied orbital energy (spin up / spin down) at -7.424 / -7.516 eV. The gap between HOMO and LUMO (spin up / spin down) comes out at 7.65 / 8.19 eV.

***

No. 3
# C24H24NO2

2 unconnected molecules or ions with the total composition C24H24NO2 (ωB97M-V with the def2-TZVPD basis set, OMol25).

Geometry as XYZ:
```
51
C24H24NO2, DFT ωB97M-V with the def2-TZVPD basis set
O -1.04 0.66 4.76
O 5.16 0.56 -1.65
N -0.46 -0.01 2.16
C -2.41 -0.81 -1.19
C -3.34 -1.77 -1.59
C -1.17 1.15 -0.93
C 0.32 0.78 4.36
C -3.16 2.80 -2.04
C 3.16 -0.85 -1.69
C -0.32 0.02 -0.48
C -0.89 2.49 -1.19
C -1.70 -0.51 2.72
C -0.79 -2.55 -0.64
C -2.98 -3.12 -1.55
C -1.89 3.32 -1.72
C -2.45 0.64 -1.30
C 3.20 1.33 -0.59
C -1.66 -0.52 4.25
C -1.72 -3.50 -1.08
C 1.13 0.06 -0.69
C 5.85 -0.43 -2.45
C -3.45 1.45 -1.83
C 3.86 0.32 -1.33
C -1.12 -1.20 -0.74
C 1.81 -0.96 -1.39
C 0.43 0.89 2.84
C 1.87 1.19 -0.28
H -2.67 -0.49 4.66
H -2.58 0.07 2.38
H 0.92 -0.10 4.67
H 0.10 2.89 -0.99
H -4.41 1.01 -2.07
H -4.32 -1.42 -1.94
H 0.68 1.70 4.83
H -0.42 0.06 1.13
H 6.86 -0.03 -2.56
H 3.67 -1.66 -2.22
H -1.12 -1.43 4.57
H 0.18 -2.84 -0.22
H -1.68 4.37 -1.90
H -3.69 -3.87 -1.90
H 1.27 -1.84 -1.73
H 5.37 -0.55 -3.43
H 1.44 0.60 2.52
H 3.77 2.21 -0.31
H -1.45 -4.56 -1.05
H 1.38 1.98 0.30
H 0.26 1.94 2.54
H -3.92 3.46 -2.46
H -1.80 -1.54 2.35
H 5.89 -1.40 -1.93
```

The calculation puts the highest occupied orbital energy at -11.115 eV. The charge is +1. The gap between HOMO and LUMO comes out at 5.20 eV.

***

No. 4
# C5H10O2

2 unconnected molecules or ions with the total composition C5H10O2 (ωB97M-V with the def2-TZVPD basis set, OMol25).

Geometry as XYZ:
```
17
C5H10O2, DFT ωB97M-V with the def2-TZVPD basis set
O -1.61 -2.09 -1.26
O -1.51 0.60 -0.44
C -0.60 -1.70 0.82
C -0.51 -2.00 -0.47
C 0.84 0.82 -0.13
C -0.42 0.94 0.29
C 1.78 1.93 0.23
H -1.34 -2.07 -2.19
H -2.29 0.50 0.12
H 2.83 1.66 0.31
H 1.69 2.68 -0.56
H 1.44 2.41 1.16
H 1.15 0.10 -0.88
H 0.28 -1.61 1.45
H -0.63 1.43 1.24
H 0.45 -2.17 -0.95
H -1.56 -1.46 1.26
```

The calculation puts the highest occupied orbital energy at -7.950 eV. The gap between HOMO and LUMO comes out at 8.87 eV.

***

No. 5
# C21H13N5O6RhS2

A molecular structure, C21H13N5O6RhS2 (ωB97M-V with the def2-TZVPD basis set, OMol25).

Geometry as XYZ:
```
48
C21H13N5O6RhS2, DFT ωB97M-V with the def2-TZVPD basis set
Rh 0.83 1.00 0.05
S 0.13 0.35 -2.62
S 1.01 3.29 -1.31
O 2.14 2.33 -0.89
O 1.40 4.66 -1.15
O -6.36 -1.22 -1.92
O 0.54 2.94 -2.65
O -0.06 2.87 -0.28
O -6.61 0.97 -2.07
N -4.26 -2.87 -0.18
N 2.06 -0.66 0.32
N 2.09 1.50 1.92
N -0.65 -4.21 2.05
N -0.66 -0.15 0.74
C -3.74 1.29 -1.96
C -5.87 0.03 -2.13
C -3.65 -0.90 -2.91
C 1.90 -1.76 -0.42
C -1.62 0.34 -2.57
C 4.08 2.06 3.73
C 3.63 -2.88 0.77
C 2.68 -2.90 -0.22
C 2.97 -0.65 1.30
C -1.34 -1.09 0.74
C -2.28 -0.79 -3.06
C 3.06 0.62 2.13
C -1.97 -2.35 0.86
C -3.23 -2.61 0.28
C 2.09 2.66 2.57
C 3.07 2.97 3.50
C -4.40 0.13 -2.35
C 4.08 0.85 3.03
C 3.78 -1.74 1.55
C -1.24 -3.37 1.52
C -2.36 1.39 -2.03
H -4.33 2.10 -1.54
H -4.12 -1.81 -3.26
H 2.50 -3.77 -0.84
H 1.28 3.34 2.32
H 3.05 3.93 4.00
H -1.72 -1.60 -3.51
H 1.13 -1.70 -1.17
H -1.86 2.27 -1.67
H 4.87 2.27 4.44
H 4.50 -1.71 2.35
H 4.87 0.14 3.19
H -5.63 -1.80 -1.65
H 4.25 -3.75 0.96
```

The calculation puts the highest occupied orbital energy (spin up / spin down) at -5.009 / -4.793 eV. The charge is -1. The gap between HOMO and LUMO (spin up / spin down) comes out at 6.24 / 5.68 eV.

***

No. 6
# H10NO3

4 unconnected molecules or ions with the total composition H10NO3 (ωB97M-V with the def2-TZVPD basis set, OMol25).

Geometry as XYZ:
```
14
H10NO3, DFT ωB97M-V with the def2-TZVPD basis set
O -0.33 -0.11 2.04
O -1.06 -1.85 -1.38
O -0.04 2.03 0.37
N 1.03 0.03 -0.95
H 0.28 0.22 2.71
H 1.64 -0.76 -0.65
H 1.03 0.68 -0.13
H -1.43 -2.48 -0.75
H -0.43 2.14 1.25
H -0.74 -0.91 2.38
H -1.63 -1.91 -2.16
H 0.01 2.97 0.11
H 0.10 -0.42 -1.09
H 1.56 0.40 -1.75
```

The calculation puts the highest occupied orbital energy (spin up / spin down) at -2.798 / -11.752 eV. Its spin multiplicity is 2. The gap between HOMO and LUMO (spin up / spin down) comes out at 3.62 / 12.20 eV.